Here is 2 unconnected molecules or ions with the total composition C5H9NO in a non-equilibrium geometry from the OMol25 dataset. Energies are from ωB97M-V with the def2-TZVPD basis set.

Results
HOMO (spin up / spin down)	-9.043 / -8.745	eV
relative energy (zero: lowest compared OMol25 entry of this formula, charge and spin)	135.8	kcal per mole
orbital gap (spin up / spin down)	9.18 / 7.72	eV
DFT total energy	-8863.32559	eV

Atoms and positions in Å:
C1 2.6581 0.3752 0.1209
O1 1.2846 0.6256 0.2809
C2 0.5686 -0.5443 0.5950
C3 -0.8524 -0.1661 0.8938
C4 -2.1790 0.6740 -1.3397
C5 -1.8944 -0.9564 0.5021
N1 -2.8129 -1.3683 -0.1282
H1 3.1369 1.3305 -0.1057
H2 2.8489 -0.3274 -0.7056
H3 3.1037 -0.0415 1.0383
H4 1.0288 -1.0358 1.4723
H5 0.6081 -1.2698 -0.2360
H6 -1.0167 0.5495 1.6957
H7 -2.6452 0.9195 -0.4080
H8 -2.4030 1.3165 -2.1935
H9 -1.4341 -0.0813 -1.4823

Force components x, y, z for each atom (eV/Å):
0.3511 -0.0300 -0.0512
-0.1304 0.0350 0.0534
-0.1044 -0.1278 -0.1234
0.5153 -0.2367 0.7368
-0.0847 0.8511 -0.8820
-1.4273 -0.7488 -0.8813
1.1928 0.0023 1.3059
-0.0606 -0.1611 0.0298
-0.0520 0.1116 0.1132
-0.0872 0.0741 -0.1264
-0.1125 0.0681 -0.0824
-0.0165 0.1295 0.1132
-0.0195 -0.0019 -0.1994
0.0573 0.0288 -0.1445
0.0452 -0.1244 0.1693
-0.0665 0.1302 -0.0310